This record from the Open Molecules 2025 dataset describes C30H23Br2N5O4Tb as an isolated structure. The level of theory is wB97M-V/def2-TZVPD.

Last column: Mulliken spin population.
Cartesian coordinates (Å):
Tb (0.18, 0.01, 0.24)  6.210
C (3.19, 1.71, 1.07)  0.000
O (1.76, 1.66, 1.14)  -0.018
C (1.14, 2.74, 1.80)  -0.006
C (1.81, 3.91, 2.10)  0.000
C (1.16, 4.93, 2.78)  -0.002
C (-0.16, 4.78, 3.16)  0.001
C (-0.84, 3.61, 2.85)  -0.002
C (-0.21, 2.58, 2.16)  0.004
N (-0.85, 1.37, 1.80)  -0.025
N (-2.05, 1.27, 2.25)  0.003
C (-2.84, 0.22, 2.00)  0.011
C (-2.42, -1.01, 1.37)  -0.012
O (-1.18, -1.25, 1.12)  -0.035
C (-3.41, -1.98, 1.05)  -0.005
C (-4.71, -1.81, 1.39)  0.002
C (-5.15, -0.67, 2.12)  0.000
C (-6.49, -0.55, 2.53)  0.000
C (-6.91, 0.53, 3.26)  0.000
C (-5.99, 1.53, 3.59)  0.000
C (-4.67, 1.45, 3.19)  0.000
C (-4.22, 0.35, 2.45)  -0.003
H (3.53, 2.52, 0.42)  0.000
H (3.52, 0.76, 0.66)  -0.001
H (3.61, 1.85, 2.07)  0.000
H (2.84, 4.05, 1.82)  0.000
H (1.69, 5.84, 3.01)  0.000
H (-0.67, 5.56, 3.70)  0.000
H (-1.87, 3.48, 3.13)  0.000
H (-3.07, -2.86, 0.51)  0.000
H (-5.44, -2.55, 1.11)  0.000
H (-7.18, -1.34, 2.27)  0.000
H (-7.93, 0.61, 3.58)  0.000
H (-6.32, 2.39, 4.17)  0.000
H (-3.97, 2.22, 3.45)  0.000
O (-1.84, -2.09, -2.68)  0.000
C (-1.13, -1.24, -2.20)  -0.015
N (0.03, -1.41, -1.47)  -0.047
C (0.41, -2.72, -1.20)  -0.009
O (0.25, -3.67, -1.92)  0.000
C (1.10, -2.93, 0.14)  0.002
C (1.26, -4.24, 0.56)  0.000
C (1.95, -4.50, 1.73)  0.000
C (2.46, -3.42, 2.45)  -0.001
C (2.23, -2.14, 1.99)  0.002
N (1.56, -1.88, 0.86)  -0.010
C (-1.61, 0.20, -2.32)  -0.005
C (-2.42, 0.52, -3.39)  -0.002
C (-2.94, 1.80, -3.49)  0.001
C (-2.64, 2.72, -2.50)  -0.001
C (-1.84, 2.32, -1.45)  -0.002
N (-1.31, 1.10, -1.36)  -0.040
H (0.83, -5.03, -0.05)  0.000
H (2.09, -5.51, 2.07)  0.000
H (3.01, -3.57, 3.37)  0.000
H (2.58, -1.28, 2.54)  0.000
H (-2.65, -0.25, -4.12)  0.000
H (-3.57, 2.07, -4.33)  0.000
H (-3.04, 3.72, -2.52)  0.000
H (-1.59, 3.01, -0.65)  0.000
Br (3.46, -1.15, -1.67)  0.000
C (2.71, -0.01, -3.01)  0.000
Br (1.82, 1.51, -2.18)  0.001
H (1.97, -0.56, -3.57)  0.000
H (3.51, 0.37, -3.63)  0.000

As for the total charge: +1. The value obtained for the HOMO-LUMO gap (alpha / beta) is 6.653 / 6.673 eV. The maximum force comes out at 2.6 eV Å⁻¹. The LUMO energy (alpha / beta) is -3.7 / -3.7 eV. As for the electronic energy: -7704.10153 a.u. As for the spin multiplicity: 7. Its expectation value of S² is 12.047. The highest occupied orbital energy (alpha / beta) comes out at -0.3812 / -0.3814 Ha. The value obtained for the energy above the lowest of the compared OMol25 structures with the same formula, charge and spin is 2.419 eV.

This record from the Open Molecules 2025 dataset describes C30H23BrNNiO4PS as an isolated structure. The level of theory is wB97M-V/def2-TZVPD.

Last column: Mulliken spin population.
Cartesian coordinates (Å):
Ni (-2.66, 0.03, -1.07)  1.644
O (-1.77, 1.36, 0.08)  0.077
N (-0.47, 1.38, 0.09)  0.001
C (0.19, 2.37, 0.55)  -0.002
C (1.65, 2.35, 0.42)  -0.005
C (2.23, 2.00, -1.63)  0.000
C (1.10, 1.70, -2.56)  0.042
C (0.38, 0.64, -2.20)  -0.020
S (-0.97, -0.33, -2.66)  0.115
H (-0.33, 3.23, 0.96)  -0.001
H (2.13, 2.56, 1.38)  -0.001
H (3.19, 1.94, -2.17)  0.002
H (0.98, 2.29, -3.46)  -0.002
O (-0.92, -1.03, -1.18)  0.056
P (0.80, -0.17, -0.57)  -0.034
C (0.56, -0.87, 1.12)  0.001
C (-0.62, -0.87, 1.85)  -0.011
C (-0.64, -1.36, 3.14)  -0.001
C (0.52, -1.86, 3.72)  0.000
C (1.69, -1.89, 2.98)  0.000
C (1.70, -1.42, 1.69)  0.001
C (1.68, -1.61, -1.33)  0.014
C (1.27, -2.91, -1.03)  0.001
C (1.79, -3.98, -1.73)  -0.002
C (2.71, -3.77, -2.74)  0.000
C (3.13, -2.49, -3.03)  0.000
C (2.61, -1.41, -2.33)  0.010
C (2.16, 1.11, -0.35)  0.004
C (2.15, 3.26, -0.74)  0.007
C (3.49, 3.80, -0.40)  0.000
C (4.51, 3.05, 0.04)  0.000
C (4.54, 1.61, 0.20)  -0.001
C (3.54, 0.73, 0.05)  0.001
H (-1.54, -0.49, 1.41)  0.009
H (-1.56, -1.36, 3.71)  0.000
H (0.50, -2.24, 4.73)  0.000
H (2.60, -2.29, 3.41)  0.000
H (2.60, -1.51, 1.09)  0.000
H (0.53, -3.08, -0.26)  0.001
H (1.46, -4.99, -1.50)  0.000
H (3.09, -4.61, -3.31)  0.000
H (3.85, -2.31, -3.82)  0.000
H (2.93, -0.41, -2.57)  0.000
H (1.45, 4.03, -1.07)  0.001
H (3.62, 4.87, -0.47)  0.000
H (5.43, 3.55, 0.29)  0.000
H (5.51, 1.21, 0.45)  0.000
H (3.77, -0.32, 0.14)  0.000
Br (-5.67, -0.58, 4.45)  0.000
C (-5.56, -0.24, 2.58)  -0.004
C (-6.48, 0.60, 1.99)  0.010
C (-6.40, 0.82, 0.62)  -0.010
C (-5.41, 0.20, -0.14)  -0.009
C (-4.50, -0.65, 0.48)  0.005
C (-4.57, -0.88, 1.85)  0.011
C (-5.36, 0.46, -1.64)  0.005
O (-6.39, 0.71, -2.25)  0.019
O (-4.19, 0.41, -2.16)  0.056
H (-7.26, 1.07, 2.57)  0.000
H (-7.11, 1.45, 0.11)  0.000
H (-3.80, -1.28, -0.12)  0.006
H (-3.89, -1.56, 2.33)  0.002

As for the total charge: 0. The value obtained for the HOMO-LUMO gap (alpha / beta) is 8.547 / 7.682 eV. The maximum force comes out at 1.4 eV Å⁻¹. The LUMO energy (alpha / beta) is 0.2 / -0.8 eV. As for the electronic energy: -6334.43777 a.u. As for the spin multiplicity: 3. Its expectation value of S² is 2.011. The highest occupied orbital energy (alpha / beta) comes out at -0.3065 / -0.3111 Ha. The value obtained for the energy above the lowest of the compared OMol25 structures with the same formula, charge and spin is 6.278 eV.

This record from the Open Molecules 2025 dataset describes C30H23Cl2FNO3Re as an isolated structure. The level of theory is wB97M-V/def2-TZVPD.

Last column: Mulliken spin population.
Cartesian coordinates (Å):
Re (-10.14, 17.54, 5.82)  2.102
Cl (-9.72, 18.51, 7.84)  0.165
C (-11.68, 18.84, 5.27)  -0.053
Cl (-11.56, 19.28, 3.54)  0.011
H (-11.53, 19.81, 5.75)  0.008
H (-12.65, 18.48, 5.63)  0.026
C (-6.70, 11.85, 3.09)  0.001
C (-7.47, 12.53, 2.02)  -0.002
C (-8.33, 11.56, 1.20)  -0.001
C (-9.14, 12.24, 0.12)  -0.001
C (-9.83, 13.41, 0.66)  -0.004
C (-10.93, 13.93, 0.02)  0.000
C (-11.55, 15.09, 0.50)  0.002
F (-12.62, 15.51, -0.24)  0.000
C (-11.26, 15.71, 1.68)  0.005
C (-10.17, 15.19, 2.34)  -0.014
C (-9.73, 15.84, 3.53)  0.032
O (-10.47, 16.72, 4.03)  -0.014
C (-8.46, 15.50, 3.99)  -0.003
C (-7.85, 14.38, 3.53)  0.001
N (-8.36, 13.62, 2.55)  0.016
C (-9.44, 14.08, 1.85)  0.012
C (-7.70, 16.27, 5.02)  0.000
O (-6.60, 15.97, 5.43)  0.003
O (-8.27, 17.41, 5.49)  0.056
H (-6.06, 11.12, 2.61)  0.000
H (-7.37, 11.31, 3.78)  0.000
H (-6.09, 12.52, 3.69)  0.000
H (-6.81, 13.05, 1.30)  0.001
H (-9.01, 10.98, 1.86)  0.002
H (-7.65, 10.82, 0.75)  0.000
H (-9.87, 11.59, -0.33)  0.001
H (-8.47, 12.56, -0.68)  0.000
H (-11.32, 13.50, -0.92)  0.000
H (-11.85, 16.56, 2.08)  -0.004
H (-6.90, 14.16, 4.04)  0.002
C (-10.83, 15.91, 6.59)  -0.199
C (-10.81, 14.72, 6.94)  0.390
C (-10.73, 13.43, 7.41)  0.111
C (-10.62, 13.20, 8.83)  0.042
C (-10.16, 14.18, 9.76)  0.056
C (-10.10, 13.85, 11.07)  -0.024
C (-10.60, 12.61, 11.50)  0.085
C (-11.02, 11.63, 10.63)  -0.032
C (-11.05, 11.95, 9.31)  0.070
C (-10.52, 12.36, 6.43)  0.012
C (-9.76, 11.19, 6.75)  0.062
C (-9.56, 10.21, 5.82)  -0.023
C (-10.17, 10.30, 4.56)  0.065
C (-10.96, 11.39, 4.24)  -0.017
C (-11.13, 12.41, 5.17)  0.058
H (-9.84, 15.14, 9.38)  -0.002
H (-9.71, 14.57, 11.76)  0.000
H (-10.65, 12.39, 12.57)  0.004
H (-11.45, 10.70, 10.96)  0.000
H (-11.53, 11.29, 8.63)  0.001
H (-9.29, 11.10, 7.70)  0.000
H (-8.98, 9.32, 6.11)  0.001
H (-10.10, 9.46, 3.88)  0.001
H (-11.43, 11.49, 3.28)  0.001
H (-11.82, 13.23, 4.96)  -0.010

As for the total charge: +1. The value obtained for the HOMO-LUMO gap (alpha / beta) is 5.956 / 6.355 eV. The maximum force comes out at 2.4 eV Å⁻¹. The LUMO energy (alpha / beta) is -4.6 / -5.5 eV. As for the electronic energy: -2535.74455 a.u. As for the spin multiplicity: 4. Its expectation value of S² is 3.818. The highest occupied orbital energy (alpha / beta) comes out at -0.3887 / -0.4365 Ha. The value obtained for the energy above the lowest of the compared OMol25 structures with the same formula, charge and spin is 0.157 eV.

This record from the Open Molecules 2025 dataset describes C30H23Cl2FNO3Re as an isolated structure. The level of theory is wB97M-V/def2-TZVPD.

Last column: Mulliken spin population.
Cartesian coordinates (Å):
Re (15.76, 11.37, 11.01)  2.377
Cl (14.84, 11.71, 13.53)  0.018
C (16.20, 10.72, 12.98)  -0.086
Cl (17.20, 13.09, 11.27)  0.164
H (15.99, 9.72, 13.20)  0.015
H (17.13, 11.00, 13.44)  0.004
C (8.05, 11.61, 11.22)  0.000
C (8.77, 10.30, 11.68)  -0.001
C (7.99, 9.14, 11.06)  0.000
C (8.46, 7.80, 11.64)  -0.001
C (9.94, 7.74, 11.42)  0.004
C (10.59, 6.53, 11.34)  -0.001
C (11.94, 6.45, 11.05)  0.003
F (12.51, 5.24, 10.83)  0.000
C (12.74, 7.53, 10.99)  0.004
C (12.17, 8.82, 11.11)  -0.012
C (12.99, 10.04, 10.99)  0.015
O (14.29, 9.94, 11.05)  -0.029
C (12.30, 11.24, 10.86)  0.003
C (10.94, 11.25, 11.05)  0.001
N (10.20, 10.21, 11.33)  0.012
C (10.76, 8.92, 11.31)  0.000
C (12.96, 12.53, 10.38)  0.000
O (12.33, 13.46, 10.06)  0.009
O (14.26, 12.45, 10.31)  0.077
H (7.01, 11.38, 11.50)  0.000
H (8.05, 11.79, 10.20)  0.000
H (8.39, 12.51, 11.75)  0.000
H (8.75, 10.26, 12.79)  0.000
H (8.23, 9.14, 10.02)  0.000
H (6.90, 9.24, 11.04)  0.000
H (7.95, 6.94, 11.28)  0.000
H (8.26, 7.77, 12.73)  0.000
H (9.94, 5.66, 11.35)  0.000
H (13.81, 7.46, 10.88)  -0.005
H (10.45, 12.23, 10.99)  0.001
C (16.86, 10.29, 9.82)  -0.258
C (17.52, 9.74, 8.91)  0.336
C (18.26, 9.16, 7.91)  0.059
C (17.85, 7.80, 7.51)  -0.005
C (17.69, 6.77, 8.41)  0.035
C (17.21, 5.52, 7.99)  -0.004
C (17.01, 5.31, 6.64)  0.019
C (17.15, 6.34, 5.70)  -0.008
C (17.55, 7.61, 6.18)  0.035
C (19.34, 9.82, 7.31)  0.051
C (20.33, 9.02, 6.74)  0.057
C (21.42, 9.54, 6.12)  -0.030
C (21.58, 10.94, 6.11)  0.088
C (20.70, 11.76, 6.81)  -0.037
C (19.58, 11.20, 7.48)  0.082
H (18.06, 6.93, 9.42)  -0.001
H (17.03, 4.71, 8.67)  0.000
H (16.70, 4.32, 6.29)  0.001
H (17.09, 6.18, 4.63)  0.000
H (17.66, 8.41, 5.44)  0.000
H (20.26, 7.96, 6.79)  -0.001
H (22.11, 8.89, 5.60)  -0.001
H (22.42, 11.41, 5.61)  0.004
H (20.95, 12.83, 6.84)  0.000
H (18.98, 11.85, 8.13)  0.004

As for the total charge: +1. The value obtained for the HOMO-LUMO gap (alpha / beta) is 6.288 / 6.407 eV. The maximum force comes out at 3.3 eV Å⁻¹. The LUMO energy (alpha / beta) is -4.3 / -5.3 eV. As for the electronic energy: -2535.75032 a.u. As for the spin multiplicity: 4. Its expectation value of S² is 3.835. The highest occupied orbital energy (alpha / beta) comes out at -0.3909 / -0.4302 Ha. The value obtained for the energy above the lowest of the compared OMol25 structures with the same formula, charge and spin is 0.000 eV.